{
  "formula": "C40H38ClFINO23Si2",
  "method": "ωB97M-V with the def2-TZVPD basis set",
  "species": ["H", "C", "H", "C", "H", "C", "C", "C", "C", "H", "H", "C", "H", "H", "O", "C", "C", "C", "O", "C", "C", "H", "O", "H", "C", "C", "C", "O", "Cl", "H", "H", "C", "H", "C", "Si", "C", "C", "H", "C", "H", "C", "C", "C", "O", "H", "C", "H", "C", "O", "H", "O", "O", "I", "H", "F", "H", "Si", "O", "C", "H", "C", "H", "O", "C", "H", "H", "H", "O", "C", "C", "O", "O", "O", "O", "C", "C", "C", "O", "H", "C", "C", "C", "H", "H", "O", "O", "H", "C", "H", "H", "O", "O", "H", "H", "N", "O", "O", "H", "C", "H", "H", "H", "H", "O", "C", "C", "H"],
  "xyz": [[-4.086, 1.621, 4.691], [1.846, -5.359, -5.087], [-2.854, 2.116, 2.672], [-3.431, -5.378, -2.573], [-0.644, -6.354, -0.761], [0.795, -2.521, 4.983], [4.940, 0.023, -3.353], [4.943, -1.331, -3.975], [0.667, 9.220, 2.727], [1.679, -2.891, 2.029], [6.069, 1.883, -3.156], [-2.071, -5.901, -2.259], [4.400, -5.528, -8.819], [-4.927, 0.150, 1.869], [8.127, 1.325, -4.693], [-3.847, -5.052, -0.197], [-2.313, 3.883, -1.670], [0.556, -2.671, 2.171], [-3.793, -5.305, -3.735], [3.630, -4.948, -6.691], [2.967, -4.708, -5.406], [1.358, 1.069, 0.700], [-3.021, 7.351, -1.892], [-5.279, -4.611, -1.696], [0.208, -3.211, 3.666], [6.074, 0.909, -3.628], [-2.452, 3.688, -0.198], [-3.236, 7.154, 0.814], [-2.381, 3.203, 5.454], [0.038, -0.330, 3.512], [-0.854, -4.648, 2.915], [7.055, -0.830, -5.075], [-1.367, 0.625, 6.149], [-4.857, -2.043, 2.569], [-2.470, -0.348, 2.575], [7.066, 0.515, -4.430], [2.413, 0.944, 2.655], [3.423, -3.988, -4.740], [1.232, -6.350, -6.018], [-1.837, -6.141, -4.107], [-2.291, 1.381, 3.368], [-2.945, 6.057, 0.063], [-2.477, -5.550, 0.115], [1.867, 1.937, 3.203], [3.316, -1.637, -3.091], [-2.495, 5.080, -2.232], [-0.251, 9.149, 6.107], [0.280, 7.998, 2.357], [4.663, -4.382, -7.009], [5.944, -2.705, -5.240], [3.616, -6.111, -8.832], [7.968, -1.149, -5.816], [4.287, 0.242, 3.500], [-2.757, -0.608, 5.673], [-6.251, -2.324, 2.360], [8.701, 0.813, -5.296], [0.228, -0.777, 2.124], [-1.098, 6.711, 5.608], [-0.324, 7.080, 3.327], [-2.847, 4.708, 1.693], [1.699, 0.218, 1.391], [-0.063, -1.951, 5.489], [-2.297, 2.576, 0.279], [-2.956, 1.542, 4.819], [1.621, -1.750, 4.738], [1.273, -3.267, 5.707], [-4.086, -4.831, 1.650], [0.886, 10.811, 4.438], [-4.288, -4.972, -1.455], [5.931, -1.725, -4.780], [-1.995, 2.791, -2.417], [4.009, 0.354, -2.637], [-1.296, -6.297, -3.307], [-1.279, -0.522, 1.288], [0.504, 9.695, 4.132], [-2.834, 6.247, -1.412], [-0.122, 8.786, 5.096], [-4.240, -2.818, 3.309], [-3.317, 7.891, 0.176], [-1.629, -5.979, -1.002], [-4.209, -0.737, 1.871], [1.883, -6.572, -7.313], [1.418, -7.280, -7.987], [2.507, -0.446, 0.909], [-0.676, 5.952, 3.028], [3.893, -2.152, -3.689], [0.395, 7.641, 1.342], [3.002, -5.918, -7.633], [-0.083, -3.240, 1.419], [-4.060, -1.043, 0.764], [1.228, 10.084, 1.838], [1.220, -5.142, -3.898], [0.435, -5.730, -3.898], [1.419, 10.895, 2.349], [-0.558, -4.277, 3.833], [-2.100, -5.592, 1.273], [-4.631, -4.681, 0.851], [-1.920, 2.054, -1.780], [-2.767, 4.860, 0.625], [-1.283, 5.897, 5.098], [-2.112, -1.359, 3.585], [-2.400, 5.235, -3.299], [-3.038, 0.735, 6.884], [0.218, -6.941, -5.688], [-2.476, 0.473, 5.907], [-0.512, 7.564, 4.725], [-1.214, 1.780, 3.409]],
  "homo_lumo_gap_ev": 7.69,
  "max_force_ev_per_a": 5.40,
  "homo_energy_ev": -9.60,
  "energy_ha": -4769.0611
}


{
  "formula": "C40H38ClN8O5Pb",
  "method": "ωB97M-V with the def2-TZVPD basis set",
  "species": ["C", "H", "N", "H", "H", "C", "H", "C", "H", "H", "H", "H", "H", "Pb", "H", "C", "C", "H", "H", "H", "C", "C", "C", "H", "C", "C", "H", "N", "H", "H", "N", "C", "C", "C", "N", "H", "H", "C", "H", "C", "C", "C", "C", "C", "C", "H", "H", "O", "C", "H", "C", "C", "N", "C", "C", "H", "C", "H", "C", "H", "H", "H", "C", "H", "C", "C", "N", "O", "H", "H", "C", "O", "C", "C", "C", "O", "H", "H", "C", "N", "C", "H", "H", "H", "H", "O", "C", "N", "C", "H", "C", "Cl", "C"],
  "xyz": [[-1.483, -0.393, 4.811], [2.663, 1.945, -1.444], [-0.219, -1.970, -0.684], [5.889, -2.340, -0.266], [1.146, -0.705, -1.671], [-8.713, 1.028, -0.518], [2.173, 1.440, -3.701], [-1.596, 1.946, -0.465], [6.371, -0.219, -1.803], [6.348, 0.108, 2.542], [-1.507, -2.805, -5.657], [-3.069, 3.767, 2.071], [-0.630, 0.423, 1.629], [-4.125, -0.193, -0.351], [6.514, -0.758, 0.147], [-0.236, 2.359, -0.256], [4.028, 0.397, -4.072], [3.555, -1.269, -0.863], [-5.244, -1.463, -4.149], [-3.421, -1.323, 5.159], [3.909, -1.021, 1.312], [-0.988, 3.866, 1.493], [-0.038, -2.694, 0.471], [-7.495, 4.092, 0.428], [5.936, -0.853, 2.856], [-2.090, -2.130, -5.059], [-3.949, -3.118, -5.501], [-3.612, -0.514, -3.328], [-1.129, -0.276, 5.809], [0.577, 1.901, -0.809], [-6.357, 1.011, -0.375], [3.380, 1.327, -1.967], [-1.241, 0.052, 2.459], [-8.735, 2.380, -0.120], [1.183, -2.590, 0.964], [3.969, 0.969, 2.114], [4.372, -3.101, 3.007], [4.763, 1.279, 0.129], [3.585, -2.758, 0.061], [-4.649, -1.431, 2.790], [3.099, 1.090, -3.293], [-2.635, 2.514, 0.376], [-1.447, 0.537, -2.475], [5.253, -1.667, 1.710], [-2.273, -0.359, -3.423], [4.665, -3.695, 1.336], [5.257, -0.705, 3.687], [-0.223, 0.627, -2.763], [3.844, 0.528, 1.117], [5.822, 1.141, 0.413], [5.056, -3.128, 2.155], [-3.198, -0.918, 3.167], [1.785, -1.748, 0.114], [0.932, -1.412, -0.881], [-6.358, 2.240, 0.068], [0.188, 0.602, 3.912], [5.229, -0.028, -3.510], [-9.694, 0.571, -0.788], [-4.171, -1.463, -4.105], [4.530, 2.337, 0.163], [6.037, -3.506, 2.431], [2.218, -1.485, 2.307], [4.555, 0.896, -1.370], [-0.694, -3.356, 1.036], [0.008, 3.358, 0.669], [3.259, -1.718, 0.088], [-2.106, 1.026, -1.438], [3.079, -1.131, 2.501], [-7.478, -0.653, -0.952], [1.032, 3.630, 0.837], [5.462, 0.224, -2.164], [-5.154, -0.946, 1.707], [-0.763, 0.143, 3.763], [-7.500, 0.393, -0.676], [-3.463, -2.309, -4.944], [-5.138, -2.180, 3.606], [-9.747, 2.835, 0.021], [7.096, -2.204, 0.930], [-4.953, 2.880, 0.225], [-3.919, 2.006, 0.274], [-7.549, 3.023, 0.213], [-0.440, -0.938, -4.279], [6.793, -1.468, 3.236], [-0.854, 4.597, 2.293], [2.799, 0.746, 0.785], [-4.988, 4.114, 0.326], [6.231, -1.729, 0.561], [-2.438, -0.459, 2.171], [-2.718, -0.902, 4.486], [5.945, -0.525, -4.142], [-2.315, 3.429, 1.346], [3.710, -0.111, -5.742], [-1.503, -1.112, -4.274]],
  "homo_lumo_gap_ev": 6.81,
  "max_force_ev_per_a": 2.17,
  "homo_energy_ev": -4.64,
  "energy_ha": -3014.5216,
  "total_charge": -1,
  "e_above_lowest_kcal_mol": 0.0
}